Record 1
C29H30AsF5IN5NiSSeSi2 as an isolated structure, computed with ωB97M-V/def2-TZVPD.

Its total energy is -9316.58376 hartree. The calculation puts the frontier orbital gap (spin up / spin down) at 5.35 / 5.34 eV. The calculation puts the HOMO energy (spin up / spin down) at -0.2281 / -0.2276 hartree. For the maximum force, the calculation gives 0.49 eV/Å. As for the LUMO energy (spin up / spin down): -0.854 / -0.854 eV. Its spin multiplicity is 1.

Each line ends with the Löwdin charge.
Geometry (Å):
Ni -1.299 0.647 0.293  -0.033
F 5.786 1.787 1.162  0.135
C 4.855 1.278 0.359  -0.137
C 3.639 0.867 0.869  -0.139
F 3.388 0.977 2.178  0.113
C 2.673 0.347 0.027  -0.245
F 1.524 -0.039 0.596  -0.004
C 2.876 0.199 -1.338  -0.464
S 1.715 -0.404 -2.513  0.594
C 4.116 0.617 -1.820  -0.243
F 4.391 0.506 -3.121  0.091
C 5.091 1.151 -0.998  -0.139
F 6.261 1.537 -1.504  0.132
I -4.028 2.170 1.645  1.007
C -2.192 2.297 2.634  -0.728
C -2.095 3.160 3.718  -0.126
C -0.876 3.272 4.359  -0.052
C 0.195 2.520 3.902  -0.044
C 0.000 1.689 2.818  -0.109
N -1.177 1.569 2.185  -0.012
H -2.954 3.733 4.033  0.093
H -0.765 3.944 5.200  0.114
H 1.169 2.579 4.366  0.111
H 0.812 1.099 2.420  0.092
N -4.608 -5.588 2.089  0.175
C -4.100 -4.596 1.815  -0.167
C -3.458 -3.355 1.474  -0.214
C -3.869 -2.627 0.363  0.011
C -3.214 -1.447 0.071  -0.130
N -2.203 -0.972 0.812  -0.039
C -1.824 -1.675 1.884  -0.099
C -2.416 -2.868 2.252  0.008
H -4.679 -2.973 -0.262  0.127
H -3.493 -0.848 -0.784  0.094
H -1.007 -1.261 2.461  0.115
H -2.074 -3.404 3.125  0.125
C -1.468 -4.163 -3.154  -0.212
Si -0.166 -2.864 -3.519  0.249
C 1.323 -3.591 -4.393  -0.218
C -0.892 -1.526 -4.604  -0.235
As 0.321 -1.840 -1.425  0.730
Si 1.896 -3.455 -0.634  0.291
C 3.525 -3.373 -1.553  -0.203
C 2.177 -3.095 1.188  -0.212
C 1.120 -5.163 -0.705  -0.221
H -1.794 -4.631 -4.086  0.036
H -2.344 -3.706 -2.688  0.020
H -1.104 -4.950 -2.493  0.008
H 1.011 -3.975 -5.368  0.036
H 1.798 -4.407 -3.848  0.016
H 2.071 -2.815 -4.565  0.023
H -1.225 -1.957 -5.552  0.037
H -0.158 -0.749 -4.829  0.020
H -1.747 -1.041 -4.131  0.003
H 4.122 -2.534 -1.186  0.027
H 3.391 -3.240 -2.627  0.006
H 4.098 -4.289 -1.387  0.038
H 2.503 -2.071 1.373  0.008
H 2.937 -3.769 1.591  0.038
H 1.254 -3.259 1.752  0.023
H 0.981 -5.545 -1.715  0.013
H 0.150 -5.170 -0.202  0.029
H 1.769 -5.861 -0.169  0.036
Se -1.627 1.199 -1.875  1.002
N -0.448 1.973 -0.686  -0.273
C -0.947 3.254 -0.499  -0.396
C -0.299 4.227 0.272  -0.063
C -0.914 5.438 0.502  -0.116
C -2.167 5.711 -0.078  -0.114
C -2.799 4.791 -0.877  -0.072
C -2.196 3.538 -1.127  -0.483
N -2.709 2.612 -1.969  -0.282
H 0.670 3.997 0.702  0.104
H -0.433 6.182 1.123  0.091
H -2.636 6.671 0.102  0.094
H -3.757 5.011 -1.333  0.106


Record 2
C29H30BF2FeN4O3P as an isolated structure at a distorted geometry, computed with ωB97M-V/def2-TZVPD.

Its total energy is -3397.60948 hartree. The calculation puts the frontier orbital gap (spin up / spin down) at 5.07 / 6.24 eV. The calculation puts the HOMO energy (spin up / spin down) at -0.1965 / -0.2394 hartree. For the maximum force, the calculation gives 1.38 eV/Å. As for the LUMO energy (spin up / spin down): -0.279 / -0.280 eV. The expectation value of S² is 6.169. Its spin multiplicity is 5.

Each line ends with the Löwdin charge.
Geometry (Å):
Fe -0.595 -0.465 0.248  0.393
N -0.214 -0.350 2.624  0.060
C 1.043 0.336 2.908  -0.262
C 1.718 -0.066 4.231  -0.140
C 1.746 -1.552 4.619  -0.172
C 2.435 -2.508 3.635  -0.145
N 3.618 -1.918 3.020  0.093
C 4.738 -1.618 3.637  -0.446
N 5.119 -2.233 4.774  0.202
N 5.513 -0.670 3.092  0.207
C 1.957 0.368 1.646  -0.591
O 3.212 0.381 1.825  -0.069
O 1.385 0.460 0.555  -0.018
H -0.997 0.067 3.110  0.092
H -0.201 -1.336 2.849  0.074
H 0.784 1.396 3.001  0.148
H 1.203 0.453 5.043  0.116
H 2.734 0.333 4.217  0.107
H 0.731 -1.922 4.784  0.109
H 2.242 -1.621 5.591  0.104
H 1.782 -2.769 2.803  0.102
H 2.686 -3.454 4.120  0.115
H 3.396 -1.205 2.282  0.112
H 4.654 -3.085 5.036  0.112
H 6.058 -2.115 5.110  0.117
H 5.063 -0.055 2.418  0.102
H 6.339 -0.350 3.563  0.119
C 0.063 -1.008 -6.643  -0.091
C 1.108 -0.730 -5.775  -0.088
C 0.844 -0.451 -4.441  -0.101
C -0.466 -0.438 -3.968  -0.368
C -1.510 -0.723 -4.845  -0.079
C -1.245 -1.006 -6.176  -0.080
P -0.750 -0.011 -2.214  1.117
C -2.337 -0.788 -1.826  -0.368
C -2.423 -2.158 -1.845  -0.135
C -3.613 -2.827 -1.526  -0.075
C -4.764 -2.069 -1.195  -0.099
C -4.706 -0.717 -1.110  -0.037
C -3.440 0.038 -1.273  -0.188
C -1.064 1.785 -2.245  -0.270
C -0.772 2.535 -3.353  -0.071
C -0.593 3.934 -3.265  -0.075
C -0.613 4.538 -2.047  -0.037
C -0.913 3.793 -0.875  -0.154
C -0.856 4.408 0.397  -0.027
C -1.135 3.693 1.525  -0.062
C -1.595 2.369 1.399  -0.060
C -1.702 1.710 0.190  -0.085
C -1.247 2.421 -0.973  -0.129
H 0.266 -1.231 -7.683  0.100
H 2.130 -0.736 -6.132  0.100
H 1.660 -0.241 -3.759  0.106
H -2.529 -0.729 -4.480  0.111
H -2.063 -1.225 -6.850  0.102
H -1.563 -2.743 -2.159  0.106
H -3.657 -3.906 -1.573  0.090
H -5.701 -2.579 -1.012  0.098
H -5.589 -0.152 -0.839  0.113
H -3.600 0.953 -1.860  0.147
H -0.619 2.051 -4.309  0.098
H -0.376 4.503 -4.161  0.101
H -0.394 5.594 -1.946  0.109
H -0.580 5.455 0.454  0.110
H -1.081 4.158 2.501  0.102
H -1.983 1.882 2.289  0.110
O 0.847 -3.116 0.430  0.053
C 0.177 -2.185 0.329  -0.144
F -2.681 -0.491 1.106  0.040
B -3.000 0.618 0.219  -0.845
F -4.082 1.314 0.777  0.112